No. 1
The following is a quantum chemistry calculation of a single C5H5NO molecule in a non-equilibrium geometry, from OMol25.

XYZ file:
```
12
Properties=species:S:1:pos:R:3:forces:R:3
O 0.09385 -1.10157 1.62417 -0.2 0.1 -0.2
C -0.96319 -0.80604 1.03439 0.1 0.0 0.0
C -1.02960 0.21003 0.07768 -0.2 -0.1 0.1
C 1.01310 0.64300 0.48646 0.2 0.0 0.0
C 0.23430 0.50236 -0.72213 0.2 0.1 0.1
C 0.66796 -0.50662 -1.69687 0.3 -0.7 -0.6
N 1.01524 -1.29461 -2.46844 -0.3 0.8 0.8
H -1.87585 -1.38675 1.24144 0.1 0.1 0.0
H -1.93748 0.74815 -0.17567 0.1 -0.1 0.0
H 1.81725 -0.02710 0.75524 -0.1 0.1 -0.1
H 0.89127 1.55406 1.05977 0.0 -0.1 -0.1
H 0.07316 1.46509 -1.21603 0.0 -0.1 0.1
```
Positions in Å, forces in eV/Å.

Properties
E_LUMO (alpha / beta): -0.8 / -0.8 eV
energy relative to the best compared isomer or geometry (same formula, charge and spin): 90.05 kcal/mol
HOMO-LUMO gap (alpha / beta): 7.981 / 7.984 eV
total energy: -323.3762 Ha
HOMO level (alpha / beta): -8.7777 / -8.7787 eV
2S+1: 1

No. 2
The following is a quantum chemistry calculation of a single C5H5NO molecule, from OMol25.

XYZ file:
```
12
Properties=species:S:1:pos:R:3:forces:R:3
O -0.34629 -1.06742 0.27349 0.2 0.1 -0.3
C 0.80381 -0.72588 -0.38531 0.0 0.4 0.2
C -1.17796 -1.69537 -0.53936 -0.5 -0.2 -0.4
C -1.95275 -2.12786 -1.34232 0.3 0.1 0.3
C 1.37716 0.42317 0.30268 0.3 -0.2 -0.2
C 0.39374 1.57255 0.37155 -0.2 0.3 -0.1
N 0.91469 0.99035 1.57322 -0.1 -0.1 0.2
H -2.58487 -2.48098 -2.11868 -0.1 -0.1 0.1
H 2.39516 0.68099 0.03188 -0.1 -0.1 0.0
H -0.63485 1.36865 0.08592 0.1 0.0 0.0
H 0.76627 2.55579 0.10549 0.0 -0.1 0.1
H 0.22738 0.36298 1.98193 0.0 0.1 0.0
```
Positions in Å, forces in eV/Å.

Properties
E_LUMO: 0.1 eV
energy relative to the best compared isomer or geometry (same formula, charge and spin): 150.38 kcal/mol
HOMO-LUMO gap: 9.284 eV
total energy: -323.2800 Ha
HOMO level: -9.2313 eV
2S+1: 1

No. 3
The following is a quantum chemistry calculation of a single C5H5NO molecule in a non-equilibrium geometry, from OMol25.

XYZ file:
```
12
Properties=species:S:1:pos:R:3:forces:R:3
O 1.13690 -1.23845 -1.12571 -0.2 -0.1 -0.1
C 1.00441 -0.60278 0.11091 0.0 0.1 0.3
C 0.01327 0.60450 0.05901 0.2 0.1 0.0
C -1.80572 -0.86979 -0.53329 0.1 0.6 -0.2
C -1.31462 0.32668 -0.66895 -0.2 -0.7 0.2
C -0.24319 1.08738 1.42367 -0.1 0.3 0.9
N -0.42974 1.42357 2.51476 0.2 -0.3 -1.1
H 0.31917 -1.72904 -1.29579 0.2 0.1 -0.1
H 0.72060 -1.30123 0.91146 -0.1 0.1 -0.2
H 1.99241 -0.20957 0.36469 -0.2 0.0 0.0
H 0.49408 1.40643 -0.50671 0.0 -0.1 0.1
H -1.78876 1.10076 -1.27653 0.1 -0.2 0.2
```
Positions in Å, forces in eV/Å.

Properties
E_LUMO: -1.3 eV
energy relative to the best compared isomer or geometry (same formula, charge and spin): 104.53 kcal/mol
HOMO-LUMO gap: 9.864 eV
total energy: -323.3531 Ha
HOMO level: -11.1364 eV
2S+1: 1

No. 4
The following is a quantum chemistry calculation of a single C5H5NO molecule in a non-equilibrium geometry, from OMol25.

XYZ file:
```
12
Properties=species:S:1:pos:R:3:forces:R:3
O 2.59204 -0.39318 -0.05496 -0.2 0.5 0.0
C 1.61820 0.31521 -0.13283 0.2 -0.2 0.0
C 0.42876 0.01068 0.71669 0.1 -0.2 0.1
C -0.93895 0.61521 0.72254 -0.1 0.2 0.0
C -0.71052 -0.66702 -0.03105 -0.1 -0.3 0.0
C -0.74515 -0.54501 -1.47354 -0.1 0.2 -1.1
N -0.79540 -0.37827 -2.61951 0.1 -0.3 1.3
H 1.55131 1.13292 -0.87499 0.0 0.0 0.1
H 0.71365 -0.49144 1.63479 0.0 -0.1 -0.2
H -1.17639 1.48425 0.11715 0.2 -0.1 0.1
H -1.47861 0.55332 1.66318 0.1 0.0 -0.2
H -1.01686 -1.63190 0.35573 -0.2 0.2 0.0
```
Positions in Å, forces in eV/Å.

Properties
E_LUMO: 0.7 eV
energy relative to the best compared isomer or geometry (same formula, charge and spin): 35.57 kcal/mol
SMILES: N#C[C@@H]1C[C@@H]1C=O
HOMO-LUMO gap: 11.003 eV
total energy: -323.4630 Ha
HOMO level: -10.3308 eV
2S+1: 1

No. 5
The following is a quantum chemistry calculation of a single C5H5NO molecule in a non-equilibrium geometry, from OMol25.

XYZ file:
```
12
Properties=species:S:1:pos:R:3:forces:R:3
O 0.02807 0.05573 -2.06335 -0.2 0.1 0.0
C 0.57619 -0.19711 -0.79312 0.2 0.4 0.5
C 0.52788 1.16496 0.14794 0.1 -0.4 -0.4
C -0.33046 0.92504 1.29204 -0.7 -0.5 0.6
N -1.02496 0.39135 2.05012 0.6 1.5 -0.1
C -0.08812 -1.29164 -0.09032 -0.2 0.1 0.5
C -0.75456 -1.72371 0.81997 0.4 -0.8 -0.9
H -0.91464 -0.15734 -2.03423 0.2 0.1 0.0
H 1.63370 -0.42102 -0.95576 -0.1 0.1 0.0
H 1.52663 1.46312 0.49861 -0.2 -0.3 -0.2
H 0.13142 1.97878 -0.47077 0.1 -0.2 0.1
H -1.31114 -2.18816 1.59886 0.0 -0.1 -0.1
```
Positions in Å, forces in eV/Å.

Properties
E_LUMO: 0.8 eV
energy relative to the best compared isomer or geometry (same formula, charge and spin): 72.04 kcal/mol
SMILES: C#C[C@@H](O)CC#N
HOMO-LUMO gap: 10.858 eV
total energy: -323.4049 Ha
HOMO level: -10.0858 eV
2S+1: 1

No. 6
The following is a quantum chemistry calculation of a single C5H5NO molecule in a non-equilibrium geometry, from OMol25.

XYZ file:
```
12
Properties=species:S:1:pos:R:3:forces:R:3
O 1.04272 0.22843 2.33910 -0.4 0.3 -0.4
C 0.57827 0.72011 1.34189 0.1 -0.2 0.2
C -0.57944 0.11131 0.59279 -0.1 0.0 0.1
C -0.88072 0.48115 -0.82577 -0.1 0.1 -0.1
C -0.22445 -0.84348 -0.53291 0.0 -0.2 -0.1
C 1.17773 -0.99941 -0.85283 0.9 -0.1 -0.2
N 2.30777 -1.08496 -1.08793 -1.1 0.1 0.2
H 0.98810 1.65119 0.90430 0.1 -0.1 0.0
H -1.40832 -0.19585 1.22399 0.2 0.0 0.0
H -0.27319 1.23495 -1.32237 0.0 -0.1 0.2
H -1.91415 0.44621 -1.15685 0.2 0.0 0.1
H -0.81432 -1.74965 -0.62341 0.1 0.1 0.0
```
Positions in Å, forces in eV/Å.

Properties
E_LUMO: 0.5 eV
energy relative to the best compared isomer or geometry (same formula, charge and spin): 34.29 kcal/mol
SMILES: N#C[C@@H]1C[C@@H]1C=O
HOMO-LUMO gap: 10.885 eV
total energy: -323.4650 Ha
HOMO level: -10.3932 eV
2S+1: 1